1.
{
  "formula": "C34H83AlF9N22O13",
  "method": "wB97M-V/def2-TZVPD",
  "species": ["C", "C", "C", "C", "C", "C", "C", "C", "C", "C", "C", "Al", "C", "C", "C", "C", "C", "O", "C", "O", "C", "C", "C", "F", "F", "C", "F", "F", "C", "F", "F", "C", "F", "F", "F", "H", "H", "H", "H", "H", "H", "H", "H", "H", "H", "H", "H", "H", "H", "H", "H", "H", "H", "H", "H", "H", "H", "H", "H", "H", "H", "H", "H", "H", "H", "H", "H", "H", "H", "H", "H", "H", "H", "H", "C", "O", "N", "N", "H", "H", "H", "H", "C", "O", "N", "N", "H", "H", "H", "H", "C", "O", "N", "N", "H", "H", "H", "H", "C", "O", "N", "N", "H", "H", "H", "H", "C", "O", "N", "N", "H", "H", "H", "H", "C", "O", "N", "N", "H", "H", "H", "H", "C", "O", "N", "N", "H", "H", "H", "H", "C", "O", "N", "N", "H", "H", "H", "H", "C", "O", "N", "N", "H", "H", "H", "H", "C", "O", "N", "N", "H", "H", "H", "H", "C", "O", "N", "N", "H", "H", "H", "H"],
  "xyz": [[-2.156, 1.810, 3.488], [-3.103, 0.793, 2.680], [-4.616, 1.316, 2.776], [-5.689, 0.129, 2.539], [-6.285, 0.162, 1.052], [-6.043, -1.228, 0.252], [-4.507, -1.459, -0.147], [-3.727, -2.468, 0.842], [-2.234, -2.738, 0.272], [-1.112, -1.926, 1.107], [0.350, -2.494, 0.784], [0.987, -1.830, -1.044], [3.058, -1.821, -1.000], [0.457, -3.082, -2.604], [0.380, -4.557, -1.988], [0.001, -5.711, -3.029], [-1.545, -5.685, -3.510], [-2.305, -4.564, -2.950], [-3.346, -5.081, -2.131], [-4.464, -5.318, -2.640], [0.208, 0.088, -1.270], [0.686, 0.612, -2.705], [0.238, 2.108, -3.043], [0.115, 2.911, -1.858], [1.338, 2.700, -3.763], [-1.022, 2.237, -4.011], [-1.164, 3.537, -4.585], [-0.758, 1.384, -5.127], [-2.413, 1.737, -3.406], [-2.397, 0.341, -3.174], [-3.377, 1.917, -4.448], [-2.941, 2.546, -2.137], [-4.351, 2.453, -2.022], [-2.451, 1.984, -0.939], [-2.676, 3.931, -2.203], [-2.495, 1.775, 4.584], [-1.049, 1.519, 3.421], [-2.307, 2.893, 3.156], [-3.002, -0.247, 3.127], [-2.822, 0.745, 1.567], [-4.744, 2.113, 1.961], [-4.810, 1.845, 3.768], [-6.563, 0.339, 3.257], [-5.274, -0.894, 2.804], [-7.420, 0.304, 1.065], [-5.825, 1.027, 0.447], [-6.436, -2.132, 0.844], [-6.654, -1.155, -0.717], [-4.486, -1.964, -1.182], [-3.931, -0.479, -0.245], [-3.683, -2.018, 1.899], [-4.300, -3.460, 0.837], [-2.047, -3.870, 0.354], [-2.231, -2.465, -0.834], [-1.342, -2.137, 2.217], [-1.240, -0.816, 0.903], [0.284, -3.632, 0.788], [1.116, -2.197, 1.580], [3.491, -2.881, -0.926], [3.472, -1.240, -0.096], [3.499, -1.365, -1.963], [-0.534, -2.728, -3.072], [1.285, -3.063, -3.387], [-0.349, -4.630, -1.104], [1.405, -4.846, -1.545], [0.127, -6.722, -2.486], [0.716, -5.751, -3.919], [-2.096, -6.639, -3.178], [-1.518, -5.575, -4.648], [-3.197, -5.269, -1.004], [0.612, 0.722, -0.404], [-0.918, -0.021, -1.161], [1.836, 0.629, -2.664], [0.441, -0.132, -3.547], [-0.819, 3.606, 6.390], [-1.364, 2.519, 6.279], [-1.513, 4.777, 6.378], [0.522, 3.740, 6.532], [-1.086, 5.680, 6.466], [-2.512, 4.717, 6.273], [1.076, 2.891, 6.543], [0.987, 4.624, 6.622], [0.829, 5.111, 1.247], [1.544, 4.282, 1.793], [0.112, 4.838, 0.132], [0.693, 6.381, 1.714], [-0.479, 5.505, -0.329], [0.185, 3.907, -0.247], [1.210, 6.623, 2.542], [0.113, 7.076, 1.282], [5.902, 4.410, 3.119], [7.098, 4.174, 2.974], [5.428, 5.206, 4.110], [4.951, 3.898, 2.306], [4.454, 5.411, 4.245], [6.103, 5.608, 4.738], [5.260, 3.299, 1.554], [3.967, 4.081, 2.411], [-4.756, 2.444, -8.369], [-5.908, 2.265, -8.736], [-3.700, 2.399, -9.223], [-4.430, 2.702, -7.079], [-2.748, 2.543, -8.942], [-3.901, 2.209, -10.190], [-5.185, 2.744, -6.415], [-3.491, 2.852, -6.757], [7.915, 3.056, -0.818], [6.727, 2.904, -1.072], [8.344, 3.714, 0.288], [8.902, 2.580, -1.617], [9.311, 3.852, 0.517], [7.637, 4.081, 0.906], [8.620, 2.086, -2.447], [9.881, 2.693, -1.428], [-4.061, -6.090, 2.392], [-3.476, -5.729, 1.384], [-4.294, -5.258, 3.436], [-4.530, -7.355, 2.554], [-4.772, -5.532, 4.274], [-3.960, -4.311, 3.351], [-4.376, -8.001, 1.799], [-5.013, -7.671, 3.375], [5.795, 8.744, 1.842], [5.342, 9.871, 1.703], [5.305, 7.669, 1.181], [6.831, 8.468, 2.674], [5.665, 6.736, 1.283], [4.535, 7.828, 0.553], [7.226, 9.239, 3.186], [7.216, 7.549, 2.802], [-2.190, -8.263, -6.135], [-1.192, -7.567, -6.227], [-2.223, -9.556, -6.554], [-3.355, -7.808, -5.606], [-3.032, -10.145, -6.488], [-1.378, -9.930, -6.952], [-3.371, -6.854, -5.282], [-4.185, -8.364, -5.521], [11.846, 0.159, -1.870], [11.399, 1.288, -2.006], [11.340, -0.912, -2.531], [12.888, -0.121, -1.046], [11.692, -1.846, -2.434], [10.565, -0.743, -3.151], [13.290, 0.648, -0.538], [13.270, -1.041, -0.921], [-7.388, -4.694, 0.015], [-7.676, -3.623, 0.528], [-7.830, -5.885, 0.503], [-6.603, -4.787, -1.082], [-7.605, -6.774, 0.097], [-8.417, -5.855, 1.320], [-6.255, -3.926, -1.471], [-6.351, -5.653, -1.520], [3.668, 2.209, 7.721], [2.501, 2.025, 7.406], [4.685, 2.136, 6.827], [4.044, 2.500, 8.992], [5.649, 2.283, 7.064], [4.444, 1.921, 5.873], [3.316, 2.562, 9.683], [4.996, 2.654, 9.271]],
  "lowdin_charge": [-0.131, -0.257, -0.214, -0.195, -0.200, -0.213, -0.195, -0.195, -0.201, -0.273, -0.241, 0.286, -0.220, -0.236, -0.286, -0.174, -0.176, -0.120, -0.228, 0.000, -0.217, -0.150, -0.277, 0.014, 0.024, -0.218, 0.067, 0.070, -0.193, 0.112, 0.062, -0.319, 0.089, 0.098, 0.101, 0.054, 0.083, 0.073, 0.093, 0.088, 0.101, 0.099, 0.098, 0.090, 0.098, 0.097, 0.081, 0.104, 0.102, 0.098, 0.079, 0.084, 0.082, 0.101, 0.098, 0.073, 0.042, 0.051, -0.011, -0.006, -0.011, 0.051, 0.052, 0.080, 0.109, 0.101, 0.110, 0.119, 0.114, 0.146, 0.076, 0.031, 0.128, 0.125, -0.685, 0.009, 0.141, 0.155, 0.083, 0.101, 0.061, 0.087, -0.686, 0.013, 0.172, 0.143, 0.099, 0.078, 0.095, 0.091, -0.710, -0.011, 0.152, 0.191, 0.098, 0.099, 0.112, 0.079, -0.701, 0.012, 0.144, 0.153, 0.093, 0.102, 0.106, 0.083, -0.699, 0.008, 0.154, 0.149, 0.093, 0.054, 0.101, 0.058, -0.682, 0.019, 0.169, 0.145, 0.094, 0.105, 0.101, 0.089, -0.709, 0.009, 0.164, 0.148, 0.085, 0.108, 0.102, 0.086, -0.694, 0.025, 0.141, 0.159, 0.088, 0.102, 0.091, 0.094, -0.678, 0.012, 0.157, 0.149, 0.096, 0.111, 0.106, 0.094, -0.678, -0.001, 0.145, 0.170, 0.087, 0.097, 0.098, 0.077, -0.672, 0.018, 0.161, 0.150, 0.095, 0.114, 0.108, 0.092],
  "max_force_ev_per_a": 3.83,
  "e_lumo_ev": 1.555,
  "total_charge": -1,
  "molar_mass_g_mol": 1206.143,
  "homo_energy_ev": -4.66,
  "energy_ha": -4669.64647
}

2.
{
  "formula": "C28H31MgN12O2S",
  "method": "wB97M-V/def2-TZVPD",
  "species": ["Mg", "C", "C", "C", "C", "C", "N", "C", "C", "C", "C", "C", "C", "C", "N", "C", "C", "C", "N", "C", "C", "N", "C", "C", "C", "N", "H", "H", "H", "H", "H", "H", "H", "H", "H", "H", "H", "H", "H", "H", "H", "H", "H", "H", "N", "N", "C", "N", "N", "N", "O", "O", "H", "H", "H", "H", "H", "N", "C", "S", "N", "C", "C", "C", "C", "C", "C", "H", "H", "H", "H", "H", "H", "H", "H"],
  "xyz": [[-0.385, 1.129, -1.483], [0.634, -1.316, 4.660], [-0.064, -0.828, 3.419], [-1.093, 0.111, 3.470], [-1.694, 0.577, 2.316], [-1.321, 0.129, 1.040], [-1.807, 0.715, -0.125], [-3.174, 0.761, -0.307], [-4.076, -0.064, 0.391], [-5.434, -0.048, 0.149], [-5.996, 0.769, -0.828], [-7.467, 0.739, -1.141], [-5.125, 1.578, -1.537], [-3.760, 1.597, -1.271], [-2.979, 2.534, -2.018], [-3.392, 3.749, -2.418], [-2.451, 4.260, -3.286], [-1.473, 3.271, -3.354], [-1.788, 2.225, -2.588], [-0.325, -0.864, 1.009], [0.305, -1.302, 2.169], [0.072, -1.496, -0.216], [0.409, -2.790, -0.366], [0.808, -2.973, -1.672], [0.700, -1.709, -2.254], [0.250, -0.823, -1.372], [0.155, -0.928, 5.558], [1.679, -0.999, 4.678], [0.619, -2.405, 4.717], [-1.418, 0.495, 4.431], [-2.480, 1.322, 2.377], [-3.684, -0.743, 1.137], [-6.075, -0.707, 0.723], [-8.038, 0.365, -0.292], [-7.677, 0.088, -1.992], [-7.843, 1.733, -1.386], [-5.511, 2.207, -2.332], [-4.321, 4.157, -2.060], [-2.471, 5.210, -3.789], [-0.557, 3.260, -3.923], [1.107, -2.025, 2.084], [0.325, -3.484, 0.453], [1.110, -3.894, -2.136], [0.907, -1.397, -3.265], [0.650, 2.266, 1.065], [1.683, 3.127, 0.712], [2.098, 3.163, -0.560], [3.191, 3.851, -0.856], [1.307, 2.513, -1.432], [1.779, 2.203, -2.660], [1.048, 1.391, -3.239], [2.796, 2.654, -3.151], [-0.123, 2.770, 1.481], [0.977, 1.532, 1.685], [2.205, 3.628, 1.416], [3.796, 4.182, -0.124], [3.520, 3.828, -1.809], [4.417, -0.613, -2.218], [4.032, -0.917, -0.957], [3.396, 0.275, 0.029], [4.219, -2.215, -0.629], [3.939, -2.918, 0.566], [4.058, -2.366, 1.834], [3.777, -3.152, 2.945], [3.389, -4.476, 2.811], [3.305, -5.032, 1.540], [3.580, -4.258, 0.427], [4.402, 0.355, -2.487], [4.954, -1.249, -2.784], [4.437, -2.828, -1.400], [4.374, -1.342, 1.954], [3.877, -2.717, 3.931], [3.177, -5.076, 3.685], [3.028, -6.070, 1.414], [3.510, -4.696, -0.563]],
  "lowdin_charge": [0.668, -0.044, -0.270, -0.035, -0.041, -0.292, -0.023, -0.229, -0.014, -0.037, -0.280, -0.051, 0.010, -0.123, -0.065, -0.040, -0.030, -0.127, 0.019, -0.127, 0.013, -0.047, -0.038, -0.039, -0.114, 0.017, 0.077, 0.077, 0.083, 0.116, 0.127, 0.112, 0.116, 0.077, 0.084, 0.078, 0.121, 0.134, 0.103, 0.109, 0.108, 0.136, 0.103, 0.118, 0.077, 0.006, -0.436, 0.227, 0.090, -0.407, -0.003, 0.074, 0.112, 0.088, 0.164, 0.133, 0.102, 0.098, -0.853, 0.678, 0.069, -0.256, -0.055, -0.083, -0.083, -0.077, -0.043, 0.080, 0.111, 0.143, 0.070, 0.107, 0.107, 0.109, 0.113],
  "max_force_ev_per_a": 0.28,
  "e_lumo_ev": -2.911,
  "relative_energy_kj_mol": 21.1,
  "total_charge": 1,
  "molar_mass_g_mol": 624.010,
  "homo_energy_ev": -9.11,
  "energy_ha": -2491.29138
}

3.
{
  "formula": "C3H4N2O",
  "method": "wB97M-V/def2-TZVPD",
  "species": ["C", "C", "C", "O", "N", "N", "H", "H", "H", "H"],
  "xyz": [[0.193, -0.398, -1.391], [0.115, 0.007, 0.046], [-0.630, -0.323, 1.133], [-0.383, 0.575, 2.096], [0.549, 1.467, 1.597], [0.832, 1.128, 0.423], [0.004, 0.521, -1.954], [1.196, -0.735, -1.673], [-0.545, -1.145, -1.693], [-1.331, -1.097, 1.416]],
  "lowdin_charge": [-0.041, -0.320, -0.066, -0.033, 0.033, 0.057, 0.081, 0.081, 0.079, 0.131],
  "max_force_ev_per_a": 0.40,
  "e_lumo_ev": 0.895,
  "relative_energy_kj_mol": 222.9,
  "total_charge": 0,
  "molar_mass_g_mol": 84.078,
  "homo_energy_ev": -10.09,
  "energy_ha": -301.40232
}